{
  "formula": "C3H5NO",
  "method": "the ωB97M-V functional and the def2-TZVPD basis",
  "symbols": ["C", "O", "C", "C", "N", "H", "H", "H", "H", "H"],
  "coordinates": [[-1.38, 1.17, 0.00], [-1.23, 0.60, -1.04], [1.05, -1.30, -0.80], [1.05, -0.69, 0.35], [1.06, -0.14, 1.45], [-1.96, 0.73, 0.83], [-0.93, 2.17, 0.20], [0.30, 0.53, 1.58], [1.55, -0.86, -1.65], [0.48, -2.21, -0.93]],
  "nbo_charge": [0.240, -0.478, -0.624, 0.426, -0.640, 0.111, 0.112, 0.358, 0.249, 0.248],
  "de_lowest_kj_mol": 239.1,
  "lumo_energy_ev": 0.567,
  "e_tot_ev": -6727.095,
  "homo_lumo_gap_ha": 0.35850,
  "multiplicity": 1,
  "total_charge": 0
}

{
  "formula": "C19H28F4N5S4SbZn",
  "method": "the ωB97M-V functional and the def2-TZVPD basis",
  "symbols": ["Zn", "C", "C", "N", "C", "C", "C", "C", "N", "C", "C", "F", "C", "F", "C", "C", "F", "C", "F", "H", "H", "H", "H", "H", "H", "H", "H", "H", "H", "H", "H", "H", "H", "H", "S", "Sb", "S", "S", "S", "C", "C", "N", "C", "N", "C", "C", "C", "N", "C", "H", "H", "H", "H", "H", "H", "H", "H", "H", "H", "H", "H", "H"],
  "coordinates": [[-1.06, -1.37, 0.45], [4.13, 0.76, 2.42], [3.35, 0.37, 1.13], [3.02, -1.07, 1.05], [4.16, -1.97, 0.77], [4.97, -1.67, -0.49], [1.99, -1.59, 1.93], [0.91, -0.65, 2.48], [-0.09, -0.10, 1.58], [-0.88, 0.84, 2.21], [-1.04, 2.16, 1.70], [-0.75, 2.44, 0.41], [-1.49, 3.18, 2.48], [-1.58, 4.44, 1.96], [-1.85, 3.01, 3.82], [-1.88, 1.69, 4.30], [-2.45, 1.45, 5.51], [-1.38, 0.63, 3.54], [-1.39, -0.63, 4.03], [5.02, 1.38, 2.15], [4.51, -0.12, 2.98], [3.50, 1.41, 3.08], [3.93, 0.63, 0.26], [2.40, 0.93, 1.11], [3.76, -3.00, 0.78], [4.88, -1.85, 1.61], [4.32, -1.65, -1.38], [5.64, -2.54, -0.66], [5.59, -0.77, -0.41], [2.50, -2.08, 2.78], [1.49, -2.40, 1.41], [1.44, 0.15, 3.01], [0.41, -1.31, 3.23], [-2.15, 3.86, 4.40], [-0.31, -2.76, -3.02], [-0.81, -4.50, -0.84], [-1.37, -3.49, 1.30], [0.84, -2.46, -1.28], [-2.16, -3.67, -2.53], [-0.35, 1.22, -4.04], [0.28, 1.32, -2.68], [-0.59, 0.80, -1.66], [-1.87, 0.37, -1.78], [-2.34, -0.39, -0.78], [-3.77, -0.67, -0.77], [-4.31, -0.77, -2.21], [-3.97, 0.49, -3.00], [-2.52, 0.73, -2.93], [-1.81, 1.58, -3.91], [-0.17, 0.21, -4.44], [0.12, 1.90, -4.73], [0.58, 2.35, -2.41], [1.24, 0.80, -2.68], [-0.16, 0.58, -0.75], [-4.31, 0.10, -0.17], [-3.88, -1.59, -0.19], [-5.38, -0.96, -2.23], [-3.87, -1.65, -2.72], [-4.54, 1.34, -2.60], [-4.23, 0.39, -4.07], [-1.92, 2.63, -3.65], [-2.37, 1.52, -4.84]],
  "nbo_charge": [1.520, -0.650, -0.223, -0.454, -0.201, -0.627, -0.218, -0.242, -0.915, 0.112, 0.270, -0.310, 0.332, -0.335, -0.403, 0.323, -0.331, 0.303, -0.314, 0.187, 0.206, 0.203, 0.188, 0.213, 0.217, 0.129, 0.238, 0.199, 0.186, 0.147, 0.240, 0.156, 0.205, 0.227, -0.444, 0.419, -1.126, -0.707, -0.663, -0.465, -0.208, -0.599, 0.665, -0.795, -0.224, -0.444, -0.191, -0.438, -0.196, 0.252, 0.199, 0.161, 0.221, 0.439, 0.159, 0.234, 0.197, 0.262, 0.162, 0.191, 0.168, 0.194],
  "de_lowest_kj_mol": 317.9,
  "lumo_energy_ev": [4.290, 4.291],
  "e_tot_ev": -136774.332,
  "homo_lumo_gap_ha": [0.08051, 0.08018],
  "multiplicity": 1,
  "total_charge": -2
}